Computed, not measured: a structure of composition C60H150BCdF4N10O4S at a distorted geometry, with the ωB97M-V functional and the def2-TZVPD basis.

HOMO level, eV: -5.232
Relative energy (zero: lowest compared OMol25 entry of this formula, charge and spin), kcal per mole: 0.0
Net charge: -1

Geometry as XYZ:
```
231
Properties=species:S:1:pos:R:3:mulliken_charge:R:1
Cd -0.46 1.23 0.57 2.96
S -1.18 2.48 -1.54 1.23
F 1.08 0.22 1.69 -0.82
F 1.40 -1.85 0.79 0.09
F 0.94 0.02 -0.48 -0.51
F -0.62 -0.80 0.93 -0.80
O -2.01 3.65 -1.57 -0.81
O -0.79 2.31 -2.91 -0.53
O -1.82 1.36 -0.86 -0.81
O -0.09 2.66 -0.64 -1.04
N 6.02 1.02 -0.95 0.90
N -3.28 2.76 -4.58 0.73
N 3.24 -4.67 -2.32 0.02
N -3.36 -5.48 1.51 0.18
N 1.37 6.62 0.45 0.48
N -6.71 1.32 -0.08 0.23
N 4.60 2.69 4.59 0.69
N -1.21 2.03 2.32 1.31
N -1.77 -3.26 -4.48 0.35
N 1.05 -3.96 5.12 0.14
C 1.19 5.51 -0.51 0.98
C -1.16 -6.14 0.58 -1.18
C 4.33 -4.43 -1.33 0.13
C 0.49 -2.69 4.61 0.01
C 2.02 -5.27 -1.73 0.69
C -3.44 1.45 -3.96 1.03
C 4.73 1.11 -1.65 -0.05
C 4.59 1.91 2.25 -0.05
C -3.00 3.78 3.01 -1.65
C 6.62 -0.32 -1.13 -0.09
C -0.92 7.71 0.06 -1.25
C -1.38 2.02 -6.03 -0.75
C -0.96 -4.40 -4.02 0.38
C -2.73 2.70 -5.96 -0.69
C 5.03 4.04 4.29 0.06
C 3.59 5.68 1.23 -0.50
C 5.60 -3.81 -1.93 -1.55
C 1.64 5.77 -1.97 -1.75
C 4.97 1.57 3.63 -1.06
C -2.59 -5.73 0.31 -0.39
C 2.82 -3.42 -3.06 -1.11
C -2.75 -2.95 1.64 0.92
C -2.85 -4.38 2.32 -0.85
C -2.74 -2.25 -6.54 -1.18
C -5.77 3.30 0.90 -1.10
C -4.60 0.61 -4.51 -1.77
C -2.09 3.18 1.89 0.59
C 2.17 -4.48 4.31 -1.17
C -5.29 -0.66 -0.72 -1.42
C 0.59 -6.25 6.02 -1.48
C -4.48 3.62 -4.66 -1.03
C 4.88 2.25 5.96 -0.74
C -1.98 1.03 3.10 -0.69
C 4.01 2.40 -1.30 -0.88
C 7.77 -0.51 -0.10 -1.41
C -7.97 0.81 -0.70 -0.45
C 1.70 -4.98 2.92 -0.07
C -3.18 0.47 2.33 0.02
C -0.13 2.52 3.19 -1.23
C 1.51 -1.52 4.77 -1.31
C 2.78 6.90 0.71 -1.01
C 3.86 1.17 6.45 -1.23
C -5.45 -6.43 0.75 -1.39
C -4.76 -5.19 1.19 -0.21
C -1.62 -1.88 -2.41 -0.51
C -1.23 -2.00 -3.94 0.44
C -9.19 0.78 0.22 -1.40
C -6.74 2.78 -0.03 -0.08
C 7.30 2.13 -2.90 -1.30
C 2.50 -2.24 -2.15 0.56
C 6.91 2.14 -1.39 -0.85
C 0.64 7.88 0.14 -0.46
C -5.57 0.84 -0.91 0.97
C 0.95 3.34 2.54 -0.20
C -4.98 3.88 -3.25 -0.39
C -1.83 -5.64 -4.04 -1.48
C 2.33 -6.68 -1.12 -1.68
C 6.58 4.26 4.28 -1.35
C 0.02 -4.97 5.38 0.10
C -1.72 -3.17 -5.94 -0.47
B 0.72 -0.68 0.69 1.08
H 2.96 2.39 -1.59 0.54
H -8.93 0.38 1.20 0.30
H -1.90 -4.79 2.66 -0.24
H 4.14 0.35 -1.14 -0.52
H 5.99 -4.33 -2.80 0.41
H -5.07 -6.98 -0.11 0.36
H 1.70 3.52 3.31 0.51
H -0.66 -5.11 4.54 -0.14
H -2.33 1.41 4.06 0.77
H 7.93 1.30 -3.20 0.28
H -4.77 3.43 0.48 -0.01
H -4.88 -4.35 0.51 0.11
H 1.05 -6.87 5.25 0.29
H -5.45 -7.08 1.63 0.31
H -0.14 -1.99 -4.04 0.04
H 1.59 -2.52 -1.62 -0.37
H 2.76 -7.29 -1.90 0.41
H -3.45 -4.33 3.22 0.57
H -4.71 -0.31 -3.94 0.27
H -5.90 -1.33 -1.32 0.53
H -2.58 -1.18 -6.40 0.10
H -1.53 -1.10 -4.47 -0.47
H 4.48 0.62 3.86 0.26
H -5.27 -4.96 2.13 0.40
H -2.67 3.72 -6.34 0.49
H -0.52 3.17 3.97 0.46
H 5.89 -1.11 -0.91 -0.26
H -3.74 -0.25 2.94 0.65
H -3.75 -2.51 -6.21 0.29
H -9.62 1.77 0.28 0.34
H 2.99 -6.66 -0.25 0.28
H 8.67 0.04 -0.40 0.30
H 0.99 -5.80 2.90 0.16
H -5.62 4.76 -3.34 0.55
H -1.50 -2.74 -1.74 0.20
H 2.81 7.71 1.44 0.54
H -2.69 -1.72 -2.26 -0.13
H -3.74 3.08 3.39 0.28
H -7.71 3.09 0.38 0.54
H -2.53 0.85 -3.95 0.18
H -4.67 1.34 -0.56 -0.63
H 3.15 5.29 2.15 0.03
H -3.74 -2.56 1.42 0.08
H -4.18 4.05 -2.53 0.07
H -0.57 2.40 -5.41 0.09
H 3.28 -2.04 -1.41 -0.28
H 1.38 -7.12 -0.80 0.48
H -6.10 4.29 1.21 0.51
H -1.31 7.12 -0.77 0.25
H 0.96 8.27 -0.82 0.40
H 5.91 1.91 6.14 0.38
H -3.36 2.16 -6.67 0.33
H 1.28 -4.11 2.42 -0.17
H -1.37 8.69 -0.13 0.46
H 2.86 1.54 6.17 0.21
H 2.88 -3.66 4.36 0.33
H 3.69 4.86 0.52 0.03
H 4.62 4.30 3.31 -0.63
H -1.31 7.37 1.01 0.24
H -2.46 4.27 3.83 0.35
H -1.01 1.97 -7.05 0.51
H 1.08 6.62 -2.37 0.41
H 6.44 2.09 -3.56 0.28
H -1.98 -4.16 -6.32 0.48
H 6.95 -0.56 -2.13 0.46
H -5.23 3.16 -5.31 0.41
H 2.70 6.05 -2.00 0.32
H 1.33 -6.02 6.78 0.32
H 1.24 -5.30 -2.49 -0.15
H -1.53 0.95 -5.85 -0.07
H -8.20 1.29 -1.65 0.32
H 3.97 -3.79 -0.53 0.03
H -0.18 -4.58 -4.75 0.28
H 2.38 -1.58 4.11 0.34
H 2.18 -1.40 -2.77 0.60
H -5.63 3.05 -2.97 -0.22
H 1.68 4.60 -0.17 -0.80
H 1.00 -0.57 4.67 0.10
H -2.53 -4.86 -0.34 0.33
H 4.62 4.71 5.04 0.70
H 0.28 1.73 3.80 0.33
H -5.70 0.94 -1.99 0.04
H 4.73 0.79 -2.69 0.51
H 3.36 7.31 -0.12 0.38
H 5.56 -2.78 -2.29 0.19
H 0.63 4.32 2.18 0.11
H -6.59 3.28 -0.99 -0.04
H 0.10 -2.83 3.61 -0.21
H 0.85 8.59 0.95 0.43
H 7.05 3.80 5.16 0.32
H 3.88 0.24 5.89 0.25
H -1.12 -1.01 -1.97 -0.17
H -1.06 -6.84 1.40 0.29
H 6.82 5.32 4.34 0.45
H -5.72 2.74 1.83 0.26
H 2.69 -5.33 4.74 0.40
H -4.18 4.56 -5.13 0.54
H -2.42 -5.64 -3.12 0.17
H -4.01 1.17 2.19 -0.42
H 1.59 -4.61 -0.97 -0.03
H 1.94 -3.64 -3.66 0.20
H -7.83 -0.20 -1.07 0.40
H 7.89 3.01 -3.17 0.45
H 7.39 -0.16 0.86 0.13
H 6.04 1.38 3.64 0.26
H -0.74 -2.91 -6.33 0.28
H -2.88 0.06 1.37 -0.66
H 7.77 2.23 -0.73 0.55
H -2.30 -2.20 2.30 -0.32
H 4.85 3.11 6.63 0.50
H 4.64 -5.40 -0.95 0.49
H -0.16 -6.91 6.47 0.45
H 1.53 2.77 1.81 -0.67
H -5.53 1.15 -4.34 0.32
H -0.67 -4.59 6.13 0.55
H -3.08 -6.53 -0.24 0.36
H -1.29 -6.59 -4.11 0.42
H -2.18 -2.98 0.71 -0.32
H -1.36 0.16 3.33 -0.10
H -1.52 3.98 1.43 -0.13
H -9.90 0.09 -0.25 0.44
H -0.54 -5.27 0.78 -0.07
H -3.63 1.58 -2.90 -1.15
H 6.34 -3.75 -1.13 0.44
H -5.39 -0.96 0.33 0.46
H 4.01 2.57 -0.23 -0.35
H 3.58 -3.09 -3.77 0.38
H -2.81 -2.43 -7.61 0.52
H -6.50 -6.25 0.53 0.40
H -0.49 -4.30 -3.04 -0.23
H 3.88 0.98 7.52 0.47
H 4.60 5.99 1.51 0.59
H -4.48 0.46 -5.58 0.34
H -4.28 -0.96 -0.97 -0.15
H 1.90 -1.57 5.79 0.51
H 6.99 3.87 3.35 0.27
H 4.84 1.05 1.62 0.17
H 5.22 2.72 1.90 0.43
H 3.55 2.19 2.08 -0.37
H -2.74 2.85 1.08 -0.98
H -2.49 -5.74 -4.89 0.37
H -0.36 -2.38 5.22 0.54
H 6.46 3.11 -1.18 0.35
H -3.55 4.59 2.52 0.49
H 1.37 4.96 -2.64 0.35
H 4.40 3.31 -1.75 0.51
H 8.04 -1.56 -0.12 0.49
H 0.15 5.17 -0.48 0.05
H 2.57 -5.25 2.32 0.45
H -0.68 -6.64 -0.27 0.54
```

Computed, not measured: a structure of composition C4H6O2, with the ωB97M-V functional and the def2-TZVPD basis.

HOMO level, eV: -8.305
Relative energy (zero: lowest compared OMol25 entry of this formula, charge and spin), kcal per mole: 95.5

Geometry as XYZ:
```
12
Properties=species:S:1:pos:R:3:mulliken_charge:R:1
O 0.98 -0.05 2.05 -0.63
O -0.92 -0.90 -0.65 -0.41
C 0.29 -0.24 1.07 0.52
C 0.51 1.48 -0.89 -0.89
C -0.23 0.66 0.08 -0.16
C -0.37 -1.52 0.56 -0.25
H -0.13 2.03 -1.58 0.29
H 1.30 0.96 -1.44 0.29
H 1.00 2.22 -0.24 0.31
H 0.34 -2.27 0.23 0.23
H -1.14 -1.97 1.19 0.25
H -1.74 -0.44 -0.40 0.46
```

Computed, not measured: an isolated molecule of C23H24N4O3S at a distorted geometry, with the ωB97M-V functional and the def2-TZVPD basis.

HOMO level, eV: -8.416
Relative energy (zero: lowest compared OMol25 entry of this formula, charge and spin), kcal per mole: 154.1
SMILES: CN1C(=O)[C@@H](Cc2ccccc2)N(/C=C/[C@@H](N=C=S)c2ccc([N+](=O)[O-])cc2)C1(C)C

Geometry as XYZ:
```
55
Properties=species:S:1:pos:R:3:mulliken_charge:R:1
S 1.10 -5.43 0.13 -0.31
O 8.55 0.91 -0.36 -0.58
O -4.06 1.79 0.59 -0.76
O 8.85 -1.29 -0.13 -0.57
N -0.74 0.46 0.35 0.47
N 8.12 -0.26 -0.22 0.91
N -1.89 2.42 0.17 0.26
N 2.03 -2.83 -0.18 -0.39
C 1.52 -3.88 0.17 0.38
C 0.34 2.54 1.19 -1.59
C 0.03 2.21 -1.28 -1.60
C 2.48 -1.55 0.40 0.75
C -6.04 -1.88 0.90 -0.71
C -5.05 -0.85 -1.51 -0.43
C 4.92 -2.05 0.29 -0.66
C 3.96 -1.05 0.16 0.38
C 0.14 -0.58 0.43 0.09
C -2.85 1.50 0.40 0.19
C -2.18 3.84 0.05 -0.98
C -2.68 -0.81 -0.61 -0.56
C -2.18 0.13 0.45 0.10
C 6.28 -1.80 0.08 -0.41
C -6.92 -1.53 -0.14 -0.41
C -0.52 1.88 0.11 0.25
C -4.66 -1.70 0.72 -0.14
C 6.72 -0.48 -0.15 -0.09
C -4.17 -1.15 -0.46 0.52
C 4.40 0.30 -0.04 -0.21
C -6.43 -1.02 -1.33 -0.56
C 5.78 0.56 -0.23 -0.73
C 1.47 -0.50 0.17 -0.17
H 2.46 -2.08 1.49 0.30
H -1.73 4.42 0.87 0.30
H -2.42 -0.27 1.47 0.14
H 0.96 1.66 -1.46 0.32
H -0.32 -1.55 0.63 0.48
H 1.95 0.43 -0.09 -0.58
H 6.19 1.55 -0.46 0.44
H 6.99 -2.60 0.06 0.47
H 4.61 -3.07 0.55 0.38
H -2.12 -1.74 -0.50 0.46
H -3.97 -1.95 1.55 0.31
H 1.28 1.98 1.29 0.30
H -4.65 -0.43 -2.44 0.31
H -8.00 -1.62 0.01 0.37
H 3.77 1.22 -0.06 0.22
H -2.48 -0.39 -1.60 0.27
H -6.43 -2.26 1.84 0.37
H -0.22 2.52 2.13 0.41
H -0.73 1.95 -2.04 0.37
H -3.27 3.94 0.09 0.38
H 0.21 3.29 -1.32 0.46
H 0.55 3.58 0.90 0.44
H -1.81 4.25 -0.90 0.30
H -7.11 -0.71 -2.13 0.35
```

Computed, not measured: an isolated molecule of C7H13ClNOP at a distorted geometry, with the ωB97M-V functional and the def2-TZVPD basis.

HOMO level, eV: -8.589
Relative energy (zero: lowest compared OMol25 entry of this formula, charge and spin), kcal per mole: 18.3
SMILES: CC(C)(C)N1CC=COP1Cl

Geometry as XYZ:
```
24
Properties=species:S:1:pos:R:3:mulliken_charge:R:1
Cl -3.15 1.35 0.59 -0.25
P -1.89 0.52 -0.70 0.06
O -2.55 -1.07 -0.80 -0.40
N -0.60 0.33 0.30 0.03
C -0.90 -2.14 0.50 -0.50
C 1.43 -0.42 -0.96 -1.78
C 0.78 0.77 -0.18 1.74
C 1.52 1.09 1.09 -2.00
C -1.77 -2.19 -0.52 -0.22
C 0.44 2.01 -1.03 -1.96
C -0.80 -0.92 1.30 -0.62
H 2.03 -1.12 -0.35 0.35
H -1.66 -0.52 1.73 0.41
H 2.29 -0.14 -1.60 0.37
H 1.92 0.14 1.70 0.26
H 1.36 2.20 -1.57 0.39
H 0.13 2.78 -0.35 0.47
H -0.35 -2.96 0.63 0.48
H 2.34 1.64 0.80 0.57
H 0.04 -1.08 2.09 0.25
H 0.92 1.61 1.68 0.56
H -0.34 1.97 -1.64 0.71
H -1.95 -2.93 -1.19 0.53
H 0.78 -0.92 -1.51 0.55
```

Computed, not measured: a structure of composition C5H7NO4 at a distorted geometry, with the ωB97M-V functional and the def2-TZVPD basis.

HOMO level, eV: -8.491
Relative energy (zero: lowest compared OMol25 entry of this formula, charge and spin), kcal per mole: 53.3

Geometry as XYZ:
```
17
Properties=species:S:1:pos:R:3:mulliken_charge:R:1
O 1.16 0.97 1.41 -0.37
O 2.85 0.19 -1.07 -0.64
O -0.71 -1.52 0.76 -0.43
O -3.84 -1.97 1.04 -0.55
N -1.82 0.22 -0.36 -0.58
C -2.68 -2.13 0.28 0.19
C 0.23 1.04 0.70 0.76
C -1.49 -2.72 1.05 -0.42
C -1.76 -0.94 0.13 0.59
C -0.72 1.10 -0.24 -0.68
H -4.59 -1.82 0.46 0.33
H -2.88 -2.63 -0.68 0.31
H -1.01 -3.61 0.63 0.25
H -0.81 2.08 -0.72 0.33
H -1.66 -2.83 2.13 0.26
H 2.83 -0.16 -0.17 0.31
H 1.91 0.18 -1.42 0.33
```

Computed, not measured: an isolated molecule of C4H10N2 at a distorted geometry, with the ωB97M-V functional and the def2-TZVPD basis.

HOMO level, eV: -7.725
Relative energy (zero: lowest compared OMol25 entry of this formula, charge and spin), kcal per mole: 20.9
SMILES: CC/C(N)=C/N

Geometry as XYZ:
```
16
Properties=species:S:1:pos:R:3:mulliken_charge:R:1
N 0.40 -1.22 2.43 -0.57
N -1.24 0.52 0.87 -0.65
C -0.12 -0.25 -1.21 -0.78
C 0.68 -0.96 1.05 -0.44
C 0.35 0.99 -1.96 -1.03
C -0.15 -0.25 0.30 0.55
H -0.85 1.35 1.32 0.22
H -1.90 0.74 0.14 0.27
H 1.54 -1.55 0.76 0.39
H -0.41 1.78 -1.95 0.25
H -1.17 -0.52 -1.42 0.35
H 1.09 -0.89 3.11 0.21
H 0.50 -1.08 -1.57 0.29
H 0.51 0.78 -3.02 0.34
H 1.26 1.40 -1.51 0.33
H -0.50 -0.83 2.65 0.29
```

Computed, not measured: an isolated molecule of CH3Br2P at a distorted geometry, with the ωB97M-V functional and the def2-TZVPD basis.

HOMO level, eV: -10.207
Relative energy (zero: lowest compared OMol25 entry of this formula, charge and spin), kcal per mole: 63.7
SMILES: PC(Br)Br

Geometry as XYZ:
```
7
Properties=species:S:1:pos:R:3:mulliken_charge:R:1
Br 2.66 -1.68 -0.09 -0.14
Br 2.53 1.61 0.09 -0.02
P 0.00 -0.11 1.25 0.07
C 1.47 0.06 -0.12 -0.45
H -0.17 1.27 0.87 0.07
H -0.96 -0.44 0.35 0.07
H 1.26 0.09 -1.17 0.40
```

Computed, not measured: a cluster of 2 separate species, C12H10N5O4S2 in total at a distorted geometry, with the ωB97M-V functional and the def2-TZVPD basis.

HOMO level, eV: -3.781
Relative energy (zero: lowest compared OMol25 entry of this formula, charge and spin), kcal per mole: 5.7
Net charge: -1

Geometry as XYZ:
```
33
Properties=species:S:1:pos:R:3:mulliken_charge:R:1
S -0.49 0.44 -0.21 -0.42
S -0.28 -1.96 -1.92 -0.52
O 0.32 -1.41 2.23 -0.51
O 4.63 -1.63 -0.93 -0.64
O 0.11 0.39 3.49 -0.65
O 5.86 0.04 0.08 -0.19
N -2.50 -0.68 -1.51 0.07
N 4.62 -0.62 -0.25 0.78
N 5.05 3.77 3.28 -0.52
N 0.68 -0.27 2.58 1.07
N 5.66 1.16 0.90 -0.52
C -4.68 -1.23 -2.25 -0.45
C -4.73 0.08 -1.45 -0.48
C 1.77 0.37 1.88 -0.18
C -3.21 -1.70 -2.26 -0.68
C 3.63 0.11 0.43 -0.17
C -3.27 0.50 -1.18 -0.59
C 4.32 1.15 1.10 0.65
C 4.44 2.93 2.76 -0.04
C 2.33 -0.27 0.77 0.06
C 3.68 1.88 2.16 0.19
C -1.17 -0.72 -1.23 0.13
C 2.41 1.47 2.54 -0.66
H -3.09 0.80 -0.14 0.31
H -5.23 -0.09 -0.49 0.25
H -2.86 -1.81 -3.30 0.28
H -3.11 -2.69 -1.80 0.32
H 1.91 1.94 3.38 0.53
H 1.84 -1.10 0.25 0.58
H -3.02 1.37 -1.82 0.23
H -5.26 0.86 -2.01 0.28
H -5.31 -1.99 -1.78 0.24
H -5.04 -1.07 -3.27 0.26
```